[1]
{
  "formula": "C6H9NO",
  "method": "ωB97M-V with the def2-TZVPD basis set",
  "largest_force_ev_per_a": 8.2,
  "homo_ev": -8.804,
  "gap_ev": 9.912,
  "total_energy_ev": -9900.042,
  "e_above_lowest_kj_mol": 536.6,
  "elements": ["C", "C", "C", "C", "C", "C", "H", "H", "H", "H", "H", "H", "H", "H", "H", "N", "O"],
  "coordinates": [[1.6129, 1.2590, 0.8103], [1.5359, 0.6743, -0.7497], [0.3767, -0.2852, -0.5066], [-1.5376, -1.1574, -0.7889], [-1.4888, -1.0622, 0.5826], [-0.6243, 0.1415, 0.4771], [2.6536, 1.1385, 1.2716], [1.3001, 2.2564, 0.7572], [0.9990, 1.4087, -1.2576], [2.4216, 0.2575, -1.2054], [0.5897, -1.2284, -0.0470], [-2.3180, -1.6429, -1.3840], [-2.1861, -1.2049, 1.2692], [-1.0636, 1.0811, 0.0639], [0.8007, -0.6027, 1.8241], [0.4889, 0.4469, 1.6680], [-0.7336, -0.2515, -1.4896]],
  "forces_ev_per_a": [[0.2839, -4.2544, 0.0409], [-1.7983, -0.6809, 3.6068], [-0.5743, 1.6504, -0.8317], [-2.6983, -0.1742, 0.1086], [2.6608, 2.7103, -5.8124], [4.9685, 2.7991, 5.8402], [-1.6711, 0.2414, -0.5287], [-0.3416, 1.3955, 0.3582], [0.1588, 1.6898, -1.6172], [0.0566, 0.1240, -0.0281], [0.8443, -1.3111, -1.3597], [0.5550, -0.0383, 0.0297], [-2.8775, -1.3241, 2.7200], [-0.0477, -0.4333, 1.1687], [-0.1872, 2.8581, -0.2213], [0.0402, -0.9357, -1.8239], [0.6280, -4.3166, -1.6500]]
}

---

[2]
{
  "formula": "C6H9NO2",
  "method": "ωB97M-V with the def2-TZVPD basis set",
  "largest_force_ev_per_a": 5.5,
  "homo_ev": -9.644,
  "gap_ev": 10.337,
  "total_energy_ev": -11949.144,
  "e_above_lowest_kj_mol": 402.8,
  "elements": ["O", "C", "C", "N", "C", "C", "C", "C", "H", "H", "H", "H", "H", "H", "H", "O", "H", "H"],
  "coordinates": [[0.2112, 1.7924, -0.3293], [0.4500, 0.4325, -0.2099], [1.9039, 0.0720, -0.2970], [2.4627, -0.8701, 0.4570], [-0.4071, -0.4333, 0.6771], [-1.8370, 0.0991, 0.7050], [-1.9046, -0.0316, -0.8416], [-0.4742, -0.5644, -0.8496], [0.5371, 2.2074, 0.4814], [0.0383, -1.0934, 1.4244], [-2.5212, -0.5896, 1.2134], [-1.9624, 1.1067, 1.1244], [-2.6242, -0.7925, -1.1642], [-2.0746, 0.8908, -1.4129], [-0.0970, -1.3577, -1.4987], [2.7753, 1.0111, -0.3517], [2.0135, -1.7761, 0.3964], [3.5103, -0.1035, 0.4756]],
  "forces_ev_per_a": [[-0.2304, -0.1117, -0.0034], [-0.3912, -0.5220, -1.2316], [2.2164, 3.2988, 3.8476], [0.8153, -0.2980, -0.8569], [0.4446, -0.3602, 0.2518], [-0.1058, 0.1955, 0.1288], [-0.2801, 0.0260, -0.2623], [-0.2362, -0.0385, -0.1774], [0.0878, 0.0327, -0.2693], [-0.1088, 0.2368, -0.2751], [0.1804, 0.1530, -0.1336], [0.0239, -0.2769, -0.1331], [0.1373, 0.1942, 0.1021], [0.0920, -0.2624, 0.1827], [-0.0563, 0.3174, 0.1962], [-1.0685, 0.2083, -1.4481], [0.8143, -0.5334, 0.6002], [-2.3346, -2.2596, -0.5185]]
}

---

[3]
{
  "formula": "C6H9NO2",
  "method": "ωB97M-V with the def2-TZVPD basis set",
  "largest_force_ev_per_a": 4.3,
  "homo_ev": -9.849,
  "gap_ev": 10.574,
  "smiles": "[H]/N=C(\\C(C)C)[C@@H]1OC1=O",
  "total_energy_ev": -11950.698,
  "e_above_lowest_kj_mol": 252.9,
  "elements": ["H", "N", "C", "C", "C", "C", "C", "O", "C", "O", "H", "H", "H", "H", "H", "H", "H", "H"],
  "coordinates": [[1.5202, -1.9953, -0.2883], [0.5754, -2.3485, -0.1657], [-0.3153, -1.5039, 0.0028], [-0.3056, -0.0094, 0.0721], [0.2763, 0.5634, -1.2230], [0.5288, 0.4144, 1.2863], [-1.9221, -2.2257, 0.2171], [-1.8657, -3.6278, 0.6298], [-2.2468, -3.3724, -0.5917], [-2.5992, -3.8636, -1.6011], [-1.3257, 0.3640, 0.1972], [1.2582, 0.1408, -1.4288], [-0.3752, 0.3424, -2.0652], [0.3808, 1.6435, -1.1360], [0.1371, -0.0416, 2.1934], [0.4995, 1.4952, 1.3988], [1.5659, 0.1089, 1.1686], [-2.6358, -1.6115, 0.7392]],
  "forces_ev_per_a": [[0.0348, 0.2906, -0.0071], [0.3531, -0.6050, -0.0726], [-3.9970, -1.4548, 0.5786], [0.5810, 0.2374, -0.0818], [-0.1764, 0.0686, 0.1125], [-0.2572, 0.0224, -0.0411], [3.5237, 2.0207, -0.6821], [0.2822, -1.2289, 0.9245], [-0.2635, 1.3495, -0.4715], [-0.1185, -0.7642, -0.3368], [0.0306, -0.1352, -0.0071], [0.0739, -0.0135, 0.0049], [0.0048, -0.0001, -0.1223], [0.0058, 0.0635, -0.0478], [0.0371, 0.0130, 0.1216], [0.0282, 0.1063, 0.0378], [0.0949, -0.0449, -0.0204], [-0.2376, 0.0749, 0.1105]]
}

---

[4]
{
  "formula": "C6H9NO2S",
  "method": "ωB97M-V with the def2-TZVPD basis set",
  "largest_force_ev_per_a": 4.5,
  "homo_ev": -7.180,
  "gap_ev": 7.915,
  "smiles": "CCOC1=C(/C=N\\SC)O1",
  "total_energy_ev": -22781.921,
  "e_above_lowest_kj_mol": 626.3,
  "elements": ["C", "C", "O", "C", "C", "C", "N", "S", "C", "O", "H", "H", "H", "H", "H", "H", "H", "H", "H"],
  "coordinates": [[2.7770, 1.1500, -2.3962], [2.9829, 0.2989, -1.1335], [1.7636, -0.3468, -0.7536], [0.8644, 0.4235, -0.2839], [-0.3822, 0.6675, 0.0042], [-1.5086, 0.5881, 0.8157], [-2.2838, -0.3839, 1.1383], [-2.5963, -1.9669, 0.8726], [-3.8264, -2.0408, 2.2430], [0.7947, 1.6945, 0.2007], [2.0437, 2.0246, -2.1630], [3.7923, 1.5669, -2.6510], [2.3029, 0.5289, -3.2794], [3.3911, 1.0221, -0.2044], [3.6081, -0.4978, -1.2798], [-1.8818, 1.3999, 1.4293], [-3.5702, -1.1652, 2.8060], [-3.5289, -2.9477, 2.8332], [-4.7425, -2.0157, 1.8020]],
  "forces_ev_per_a": [[-1.0180, 0.4183, -0.5608], [-0.2632, 4.1401, 1.6930], [0.0894, -0.1306, 0.2674], [-1.7876, 0.7733, 0.5589], [0.0569, -0.5743, -0.7141], [-1.7235, -1.4450, 1.4865], [-0.1621, 0.7620, -0.0922], [0.3718, 0.0039, 0.0541], [3.7899, -1.5117, 0.6239], [1.4355, 0.0621, -0.3333], [1.3945, -1.4870, -0.4401], [-1.1765, -0.3449, -0.1135], [1.1914, 1.1657, 1.7452], [-1.1005, -2.0693, -2.4490], [1.8729, -1.7272, -0.3374], [0.9935, 1.1118, -0.5645], [-0.2363, 0.3503, 0.3158], [-0.9382, 0.6831, -0.4999], [-2.7898, -0.1807, -0.6400]]
}

---

[5]
{
  "formula": "C6H9NO2S2",
  "method": "ωB97M-V with the def2-TZVPD basis set",
  "largest_force_ev_per_a": 3.6,
  "homo_ev": -9.235,
  "gap_ev": 8.604,
  "smiles": "CCOC(=O)[C@@](S)(C#N)SC",
  "total_energy_ev": -33621.323,
  "e_above_lowest_kj_mol": 125.7,
  "elements": ["C", "C", "O", "C", "O", "C", "S", "C", "N", "S", "C", "H", "H", "H", "H", "H", "H", "H", "H", "H"],
  "coordinates": [[-0.0656, 0.0045, -3.1062], [0.9660, -0.2172, -2.0510], [0.4184, -0.7985, -0.8408], [-0.3488, 0.0391, -0.1788], [-0.6270, 1.1713, -0.5248], [-0.9391, -0.5717, 1.0579], [-2.1613, 0.4995, 1.6821], [-1.0638, -2.0057, 1.0854], [-1.1397, -3.1087, 0.7562], [0.8776, -0.5394, 2.3259], [1.0724, 1.2241, 2.7604], [-0.8139, 0.7112, -2.9326], [0.4101, 0.4224, -3.8937], [-0.4353, -0.9574, -3.1883], [1.4970, 0.6639, -1.7634], [1.6044, -0.9863, -2.4091], [-2.4694, -0.2966, 2.7481], [0.0997, 1.7826, 2.4746], [1.8476, 1.8145, 2.1482], [1.2708, 1.1482, 3.8496]],
  "forces_ev_per_a": [[0.2010, -0.1771, 2.3874], [-0.3423, 0.2764, 0.6901], [-0.0582, 0.2148, -0.2424], [-0.6246, 0.3435, -0.6166], [0.3649, -0.6070, 0.6796], [2.7590, 0.2700, 2.0483], [-0.7698, -0.2958, 0.7148], [-0.4951, -0.2780, -1.4302], [0.0123, 0.2730, 0.7612], [-1.3153, 0.5558, -1.1971], [-0.6102, 0.9173, -1.2718], [-1.3049, 0.8676, 1.0549], [1.6760, 0.4728, -3.1383], [-1.2887, -1.7571, -1.3369], [0.5249, 0.5566, 0.0966], [0.9104, -0.4537, -0.1414], [0.1120, 0.3436, -0.4441], [1.1611, -0.9928, 1.0224], [-0.7444, -1.3355, 1.1151], [-0.1679, 0.8056, -0.7516]]
}

---

[6]
{
  "formula": "C6H9NO3",
  "method": "ωB97M-V with the def2-TZVPD basis set",
  "largest_force_ev_per_a": 4.4,
  "homo_ev": -7.627,
  "gap_ev": 7.790,
  "total_energy_ev": -13995.947,
  "e_above_lowest_kj_mol": 449.8,
  "elements": ["C", "C", "C", "C", "C", "C", "N", "O", "O", "O", "H", "H", "H", "H", "H", "H", "H", "H", "H"],
  "coordinates": [[-1.4884, -1.2434, -0.3353], [1.8128, -0.8453, -0.0379], [2.7836, 0.0437, 0.7803], [-1.8621, 1.5571, 0.6424], [-1.1997, 0.0342, -0.9717], [2.1679, 0.4906, -0.4680], [-1.4759, 1.2489, -0.5773], [-2.0808, -1.1957, 0.8664], [-1.4009, -2.3723, -0.9069], [1.9712, 1.3858, -1.2854], [2.3047, -1.5783, -0.6233], [0.8349, -1.0806, 0.2678], [2.4327, 0.4061, 1.6645], [3.7981, -0.2149, 0.6256], [-1.6492, 2.5885, 1.0558], [-2.0553, 0.8160, 1.4533], [-0.9674, -0.2381, -1.9878], [-2.6662, -1.8798, 1.0577], [-1.2600, 2.0775, -1.2203]],
  "forces_ev_per_a": [[-1.2426, -2.6223, -1.8908], [0.9349, 0.3979, -0.7405], [0.1702, -0.5680, -2.5645], [0.2396, 2.0045, 2.3024], [0.2498, -3.9725, -1.9059], [-1.3607, 2.1190, -1.4191], [0.3513, 2.3175, 1.3138], [1.3424, 3.0183, 0.8139], [0.3911, 3.1665, 1.1559], [0.5722, -1.6363, 1.6478], [0.2394, -0.9901, -0.3349], [-0.8552, -0.1732, 0.5302], [-0.5273, 1.0849, 2.3910], [0.9912, -0.2434, 0.5616], [-0.6843, -1.0759, -1.2201], [0.3182, 0.4957, -1.4979], [0.2312, 0.9687, -0.3097], [-1.1020, -2.4452, 0.0467], [-0.2593, -1.8462, 1.1201]]
}

---

Repeat the fourth record exactly.
{
  "formula": "C6H9NO2S",
  "method": "ωB97M-V with the def2-TZVPD basis set",
  "largest_force_ev_per_a": 4.5,
  "homo_ev": -7.180,
  "gap_ev": 7.915,
  "smiles": "CCOC1=C(/C=N\\SC)O1",
  "total_energy_ev": -22781.921,
  "e_above_lowest_kj_mol": 626.3,
  "elements": ["C", "C", "O", "C", "C", "C", "N", "S", "C", "O", "H", "H", "H", "H", "H", "H", "H", "H", "H"],
  "coordinates": [[2.7770, 1.1500, -2.3962], [2.9829, 0.2989, -1.1335], [1.7636, -0.3468, -0.7536], [0.8644, 0.4235, -0.2839], [-0.3822, 0.6675, 0.0042], [-1.5086, 0.5881, 0.8157], [-2.2838, -0.3839, 1.1383], [-2.5963, -1.9669, 0.8726], [-3.8264, -2.0408, 2.2430], [0.7947, 1.6945, 0.2007], [2.0437, 2.0246, -2.1630], [3.7923, 1.5669, -2.6510], [2.3029, 0.5289, -3.2794], [3.3911, 1.0221, -0.2044], [3.6081, -0.4978, -1.2798], [-1.8818, 1.3999, 1.4293], [-3.5702, -1.1652, 2.8060], [-3.5289, -2.9477, 2.8332], [-4.7425, -2.0157, 1.8020]],
  "forces_ev_per_a": [[-1.0180, 0.4183, -0.5608], [-0.2632, 4.1401, 1.6930], [0.0894, -0.1306, 0.2674], [-1.7876, 0.7733, 0.5589], [0.0569, -0.5743, -0.7141], [-1.7235, -1.4450, 1.4865], [-0.1621, 0.7620, -0.0922], [0.3718, 0.0039, 0.0541], [3.7899, -1.5117, 0.6239], [1.4355, 0.0621, -0.3333], [1.3945, -1.4870, -0.4401], [-1.1765, -0.3449, -0.1135], [1.1914, 1.1657, 1.7452], [-1.1005, -2.0693, -2.4490], [1.8729, -1.7272, -0.3374], [0.9935, 1.1118, -0.5645], [-0.2363, 0.3503, 0.3158], [-0.9382, 0.6831, -0.4999], [-2.7898, -0.1807, -0.6400]]
}

---

What is the formula in the first record?
C6H9NO